Entry from OMol25: C12H28N4O4Rb as an isolated structure at a distorted geometry (ωB97M-V with the def2-TZVPD basis set).

```
49
Properties=species:S:1:pos:R:3:forces:R:3:nbo_charge:R:1
H 4.72696 3.04385 0.74221 -0.152 0.219 -0.199 0.4034
O -2.36477 -1.02795 1.93555 -2.402 1.720 1.099 -0.7251
O 1.94274 2.05190 -0.31756 -0.769 0.624 1.130 -0.6980
C -2.30799 0.90827 -3.17716 1.905 2.286 -2.311 0.6817
C 3.84021 2.04639 -1.54327 1.049 0.493 -0.762 -0.7008
H 2.93913 -4.63840 0.43414 0.086 -0.153 0.605 0.2117
H -4.55420 -0.48797 0.18320 0.382 -1.163 0.427 0.2487
H 1.92578 3.39421 1.69579 -0.002 -0.174 -0.349 0.2256
H 5.78522 -1.07970 0.82072 -0.385 -0.836 1.034 0.2351
C -3.72022 -1.70494 4.30384 -0.006 0.332 -0.210 -0.4248
N -3.40046 0.28598 -3.52696 -2.273 -1.619 -0.602 -0.5901
H -5.28182 0.43153 1.35547 0.299 1.107 -0.021 0.2189
H -3.14297 -1.77439 -3.85078 -0.153 -0.040 -0.222 0.2041
O 1.87848 -1.61383 0.56475 -3.546 4.303 -0.598 -0.6919
Rb -0.35974 0.33025 0.24902 0.346 -0.231 -0.140 0.9807
H -3.10364 -1.29296 -2.20414 -0.247 0.165 0.079 0.2228
H 4.41474 -3.16685 1.00830 0.195 0.242 -0.146 0.4006
C -3.52507 -0.53265 2.18186 2.576 -2.108 -3.783 0.6643
C -1.99768 2.21304 -3.88712 0.329 0.782 -0.302 -0.7195
H 4.33359 2.91015 -1.98891 0.538 -0.172 0.067 0.2326
N 3.91230 -2.32054 0.78155 6.408 -0.489 1.600 -0.5725
H -5.16788 -0.42812 3.28749 0.196 -0.127 0.197 0.4080
H -0.92708 2.40015 -3.80412 -0.088 -0.049 0.467 0.2413
H 2.98571 2.63789 2.78041 0.894 -0.137 -0.189 0.2088
H 1.66562 -4.17097 1.68959 0.326 -0.133 0.007 0.2402
H 3.14428 1.67806 -2.29701 -0.019 -0.076 0.376 0.2504
C 4.72194 -1.13072 0.58633 -0.763 1.140 -2.331 -0.4451
C 2.98439 3.34485 1.95076 -1.087 0.851 -0.936 -0.4378
H 4.21743 -0.19298 0.81920 -0.133 -0.294 0.839 0.2189
H -3.04847 -1.16181 4.96857 0.362 -0.145 -0.305 0.2122
O -1.42731 0.46098 -2.48870 0.787 -1.205 2.365 -0.6846
H -2.52671 3.07412 -3.47875 -0.108 -0.082 0.061 0.2354
H 1.42343 -3.99950 -0.03759 -0.165 0.118 0.110 0.2375
N 3.71791 3.05823 0.70077 -0.117 -0.202 1.273 -0.6017
C -3.61705 -1.09276 -3.14458 0.333 -0.573 0.451 -0.4298
H -2.12958 2.22971 -4.96898 -0.630 -0.368 -0.027 0.2287
H -3.82431 0.50017 -4.41834 0.032 0.614 0.281 0.4042
C 3.11062 2.43718 -0.32470 -1.386 -1.345 -0.419 0.6783
H -4.47551 -2.11185 4.97620 -0.498 0.262 -0.532 0.2213
N -4.22939 -0.79925 3.24747 -0.737 -0.504 2.025 -0.5687
H -3.63651 0.81958 0.47752 -0.351 0.871 0.671 0.2285
H 3.16859 4.37941 2.24034 0.552 -0.267 0.400 0.2169
H -4.67876 -1.32261 -3.05485 0.103 0.088 -0.030 0.2110
H -3.24337 -2.53629 3.78464 0.283 0.157 0.295 0.2307
H 4.53070 1.25031 -1.26472 0.334 0.128 -0.329 0.2258
C 2.66031 -2.47426 0.72490 -2.259 -4.186 -0.071 0.6825
C 2.17077 -3.93418 0.75319 -0.074 0.335 -0.611 -0.7097
C -4.28270 0.13930 1.03227 -0.077 -0.247 0.007 -0.7098
H 4.77232 -1.03002 -0.49784 0.108 0.091 -0.438 0.1991
```
Positions in Å, forces in eV/Å.

Summary:
Molar mass in g/mol: 377.8
HOMO in eV: -12.15
Lowest unoccupied orbital energy in eV: -1.998
Total charge: +1
Kohn-Sham gap in eV: 10.156

=====

Entry from OMol25: a 10-piece molecular cluster, C12H44O10 overall at a distorted geometry (ωB97M-V with the def2-TZVPD basis set).

```
66
Properties=species:S:1:pos:R:3:forces:R:3:nbo_charge:R:1
H -15.98562 6.09216 12.89359 -1.154 0.507 0.389 0.1639
O -13.97962 6.27076 16.14157 1.077 0.699 -1.096 -0.7753
C -17.01948 6.29052 13.33051 1.249 0.425 -2.783 -0.2639
H -13.29162 5.22070 17.80860 -0.244 0.111 -0.115 0.1823
H -18.48143 1.76352 17.72603 0.054 0.152 -0.456 0.1952
H -14.96173 3.69831 21.40829 -0.253 -0.467 0.244 0.1669
O -17.75353 7.32204 12.60401 0.724 0.078 1.142 -0.7621
H -17.83395 7.35290 17.68009 -0.447 -0.019 0.161 0.2067
H -14.89867 2.00499 22.00565 -1.159 -0.427 1.181 0.1641
H -17.97944 7.03221 11.71569 0.175 -0.218 0.184 0.4839
C -15.76249 3.88027 15.34162 0.159 -1.154 0.114 -0.2728
C -16.85421 6.96652 17.91638 1.038 1.479 1.011 -0.6445
H -15.92774 1.20048 19.82371 -0.410 1.253 0.347 0.1877
C -13.43120 6.02666 20.76414 -1.032 0.427 -0.827 -0.2594
H -14.16110 6.65678 20.19375 0.403 -0.239 0.818 0.1709
H -16.91137 4.40044 17.53465 1.744 -1.119 -1.361 0.4845
C -14.59918 10.60746 16.82232 -1.920 0.042 0.227 -0.2442
C -19.75511 4.09832 15.19992 -0.346 -0.656 0.124 -0.2722
H -16.67946 4.39671 15.37609 -1.405 0.656 0.539 0.1721
O -14.34399 9.23337 16.69813 1.507 -0.555 -0.096 -0.7528
O -16.81852 9.02405 14.89953 -0.130 -1.162 -0.702 -0.7427
C -17.71663 1.12631 17.27637 -1.006 0.581 -0.435 -0.2510
C -15.93877 2.31571 20.04913 -1.162 -0.709 0.824 -0.6530
O -18.83612 3.26693 14.46067 0.228 1.574 0.105 -0.7701
H -17.13258 0.48072 15.58257 0.323 -0.303 -0.476 0.4753
O -12.14614 6.53878 20.51115 -0.786 1.419 0.241 -0.7212
H -19.74863 5.19612 14.96169 0.154 -1.296 -0.446 0.1809
H -18.30075 10.24444 15.57104 -0.680 1.175 -0.646 0.1616
H -13.62496 6.02580 21.83450 -0.282 0.096 0.070 0.1691
H -16.39737 6.77322 16.93111 0.175 -0.276 0.579 0.2133
H -16.29046 7.84500 18.41912 -0.685 -1.392 -0.698 0.1986
O -13.74051 2.41101 20.53254 3.154 -1.134 -1.241 -0.7088
H -16.77039 1.52050 17.46912 1.537 0.584 1.069 0.1777
H -17.85875 0.15928 17.67843 0.046 -1.185 0.584 0.1658
H -18.60685 2.47371 14.95628 0.031 -0.082 0.313 0.5006
H -14.66769 4.74146 16.59730 -0.056 -0.244 0.158 0.4988
H -12.08773 5.58833 16.66454 1.990 -0.574 -1.125 0.1737
H -20.68483 3.58531 15.04917 -1.268 0.683 -0.623 0.1682
H -13.70276 11.23657 16.81621 -0.036 -0.569 -0.291 0.1860
O -15.08690 3.86561 16.63464 -0.822 -0.046 -1.324 -0.7762
H -17.27116 8.45207 14.23976 0.560 0.815 0.241 0.4977
H -11.58450 5.83660 20.29581 1.354 -1.538 -0.414 0.4660
H -17.50902 6.05585 19.74772 -0.587 -0.652 -0.316 0.1807
H -13.90855 1.51820 20.18689 1.120 0.346 -0.299 0.4548
H -19.74123 4.05325 16.28550 1.192 -0.081 0.380 0.1786
H -15.34096 10.90493 16.05320 0.690 0.271 0.107 0.1718
H -13.60523 5.02253 20.37209 0.398 -0.153 0.064 0.1761
H -12.79029 6.91127 17.65238 0.545 -0.355 0.080 0.2036
H -13.60716 6.93791 15.49006 -0.792 -1.141 1.270 0.5033
O -17.80578 1.08996 15.86223 -0.971 0.096 -0.252 -0.7437
O -17.61325 4.74961 18.02816 -2.006 0.462 2.212 -0.7359
H -15.75631 2.84484 19.11995 0.691 0.130 -0.006 0.2339
H -15.96235 5.38174 19.20162 -1.256 0.331 -0.566 0.1525
H -16.05327 2.88415 14.94023 0.711 0.423 0.679 0.1899
H -15.22072 4.42862 14.59538 0.900 -0.006 -0.330 0.1727
C -16.99380 5.73324 18.83718 2.130 0.947 -0.871 -0.0709
H -18.57432 8.62434 16.03491 0.640 -0.093 -0.038 0.1673
H -17.30410 9.67103 16.81270 -0.122 -0.676 -0.598 0.1675
C -12.93695 5.97485 17.10211 -2.213 1.737 1.238 -0.2661
C -17.77751 9.36731 15.84760 -0.449 0.299 1.600 -0.2517
H -16.89976 2.71497 20.35172 -0.725 -0.674 0.026 0.2191
H -15.13921 8.69989 16.61543 -0.243 0.380 -0.151 0.4892
H -16.88726 6.51654 14.35285 -0.138 0.692 1.027 0.1880
H -17.56704 5.40961 13.22988 -0.822 -1.743 0.166 0.1930
C -14.93074 2.62623 21.14514 -1.255 1.724 -1.025 -0.0669
H -15.11136 10.76418 17.78095 0.163 0.344 0.091 0.1514
```
Positions in Å, forces in eV/Å.

Summary:
Molar mass in g/mol: 348.5
HOMO in eV: -9.65
Lowest unoccupied orbital energy in eV: 0.593
Kohn-Sham gap in eV: 10.242

=====

Entry from OMol25: the molecule C4H8O at a distorted geometry (ωB97M-V with the def2-TZVPD basis set).

```
13
Properties=species:S:1:pos:R:3:forces:R:3:nbo_charge:R:1
H -0.95912 -1.45493 0.39097 -0.428 -0.602 -0.236 0.2094
H 2.14453 0.67156 0.35692 -0.130 -0.289 -0.093 0.2399
C 1.81692 -0.31081 -0.02166 -0.530 -0.233 0.112 -0.6513
H -2.32045 1.31618 0.22718 0.821 -0.613 -0.223 0.1670
H -1.64951 -0.67562 -1.13490 -0.400 -0.732 -0.052 0.2120
H -1.67925 0.55784 1.69511 0.554 -0.264 -0.858 0.1682
C -1.08440 -0.57590 -0.22217 0.955 -1.269 -1.074 -0.3938
C -1.49405 0.65024 0.59193 1.416 -0.269 -0.793 -0.0777
C 0.42860 -0.03098 -0.64209 -2.339 2.740 2.661 0.0946
H 0.63224 0.45580 -1.61918 -0.874 -0.715 0.251 0.1793
H 1.77631 -0.99306 0.82764 -0.069 0.017 0.052 0.2093
H 2.61475 -0.66529 -0.69760 -0.695 0.030 -0.066 0.2137
O -0.16702 1.11222 0.25684 1.719 2.200 0.319 -0.5706
```
Positions in Å, forces in eV/Å.

Summary:
Molar mass in g/mol: 72.1
HOMO in eV: -9.32
Lowest unoccupied orbital energy in eV: 1.170
Kohn-Sham gap in eV: 10.487

=====

Entry from OMol25: C27H22ClMnN2O5PS5 as an isolated structure (ωB97M-V with the def2-TZVPD basis set).

```
64
Properties=species:S:1:pos:R:3:forces:R:3:nbo_charge:R:1
C 2.34704 -4.42414 3.52809 -0.002 0.003 -0.005 -0.1390
C -5.37186 2.28994 2.31381 0.011 0.010 0.001 -0.2142
H 0.33571 5.80179 -2.81736 0.000 0.000 0.000 0.2081
H -0.39326 -1.59263 -4.90286 0.003 0.000 0.000 0.2121
Mn -1.35006 -1.71000 0.61195 0.121 0.355 0.102 0.5607
S -0.52562 2.21953 4.03743 0.037 0.056 -0.066 -0.5560
N -2.03129 0.92417 -1.51873 -0.090 -0.082 -0.041 -0.8896
H -2.31335 3.68115 1.93352 0.019 -0.015 0.028 0.2354
H -3.94379 5.70796 -2.73528 0.001 -0.002 0.002 0.2089
C -0.55129 4.20059 -1.69812 0.008 0.001 -0.024 -0.2295
C -1.23621 -0.09349 -1.99031 0.055 0.056 -0.007 0.4257
S -2.50344 -0.41078 3.42922 0.038 -0.045 -0.145 -0.0261
C 0.40393 -1.67188 -1.63774 0.078 0.074 -0.036 0.0894
S -1.16511 -0.20906 1.98735 0.041 0.082 0.211 0.2145
C -1.80766 5.87557 -2.87672 -0.019 0.002 -0.003 -0.2152
H -3.87345 3.70494 -1.29891 0.008 -0.001 -0.001 0.2245
C 4.34239 -5.29991 1.80868 0.006 0.002 -0.001 -0.1968
H -1.83973 6.76377 -3.49549 0.001 0.000 0.000 0.2069
C 6.49363 -9.14176 3.77248 0.000 0.004 0.003 -0.7179
C -1.72839 3.59071 -1.27245 -0.025 -0.029 -0.016 -0.2586
C -0.58802 5.33597 -2.49759 0.012 -0.016 0.006 -0.2059
P -1.57212 2.04126 -0.28032 -0.016 0.079 0.045 1.0363
H -1.91692 0.14803 -4.01645 0.006 0.010 0.005 0.2123
H 5.12451 -5.64059 1.14263 0.000 -0.002 0.001 0.2150
O -3.34184 -1.54149 -0.23230 0.069 -0.156 -0.007 -0.8278
C 0.23339 -2.68738 1.23948 -0.072 0.092 -0.009 -0.3034
O -3.06353 -3.19397 1.39367 -0.009 -0.002 -0.044 -0.7839
H 1.19836 -2.72415 -3.31433 0.002 -0.001 0.002 0.2212
C -1.24909 -0.39565 -3.36097 0.058 0.030 0.004 -0.2961
C 4.40933 -5.60464 3.16337 -0.008 -0.001 0.010 -0.2099
H -6.23597 2.33551 2.96500 0.000 0.000 0.002 0.2051
C -2.94908 4.14998 -1.65087 -0.018 -0.008 0.030 -0.2379
C 2.26137 -4.11186 2.16659 0.009 0.003 0.035 -0.1103
H 7.44628 -8.66705 4.00301 -0.001 -0.001 0.002 0.2254
C -3.17218 3.05549 1.72160 0.045 0.006 0.004 -0.2325
H 6.08876 -9.56464 4.69327 -0.002 -0.004 -0.004 0.2403
H 1.02001 -2.17118 -0.90237 -0.017 -0.009 -0.008 0.2375
H 1.56926 -4.07286 4.19245 -0.001 -0.001 0.000 0.2201
C 1.16948 -3.33992 1.66396 -0.005 -0.039 -0.113 -0.1231
C 3.40612 -5.16619 4.02005 -0.005 0.001 -0.003 -0.2172
H 3.45943 -5.40531 5.07458 0.001 0.000 -0.001 0.2156
C -2.98961 5.28167 -2.45078 0.022 0.013 -0.009 -0.2162
O 4.59420 -8.45686 2.49030 -0.003 0.004 0.005 -0.5454
C -4.20848 1.29166 0.46013 -0.037 0.050 -0.082 -0.2442
C -5.32908 1.37027 1.27816 0.021 0.005 -0.010 -0.2163
C 3.27702 -4.56921 1.31732 -0.007 0.004 0.001 -0.1804
S -2.06555 1.20185 4.77208 -0.042 0.035 0.140 -0.0663
H 6.63061 -9.94319 3.04962 0.002 0.001 -0.001 0.2343
C 0.49040 -1.98264 -2.97477 -0.012 0.027 0.010 -0.3064
N -0.47111 -0.78081 -1.12860 -0.116 -0.400 0.053 -0.5087
H -4.29770 3.82522 3.36650 0.006 -0.007 -0.002 0.2145
H 3.21932 -4.33520 0.26257 0.001 -0.003 -0.002 0.2140
H -4.16840 0.54312 -0.31924 -0.017 0.071 0.038 0.2310
H -2.71319 1.24148 -2.19328 0.011 0.024 0.004 0.3956
S 5.78695 -6.49610 3.82344 0.011 0.006 -0.010 0.2026
C -0.39151 -1.35168 -3.84706 -0.002 -0.009 -0.024 -0.1306
O -2.10586 -3.43627 -0.73850 -0.067 -0.082 -0.050 -0.8056
O -4.47795 -3.64050 -0.48189 -0.008 0.014 0.004 -0.7743
C -3.12682 2.13921 0.67106 -0.024 -0.044 0.040 -0.2851
C 5.49016 -8.15176 3.22736 -0.001 -0.008 0.000 0.4211
H -6.15791 0.69278 1.11442 -0.002 -0.003 -0.001 0.2089
C -4.28882 3.13132 2.53597 -0.023 0.007 0.016 -0.1924
H 0.40082 3.78113 -1.39319 0.003 0.005 0.002 0.2217
Cl -3.30325 -3.00318 -0.02253 -0.056 -0.163 -0.083 2.5041
```
Positions in Å, forces in eV/Å.

Summary:
Molar mass in g/mol: 736.2
HOMO (spin up / spin down) in eV: -3.45 / -3.45
Lowest unoccupied orbital energy (spin up / spin down) in eV: 1.602 / 1.588
Total charge: -1
Kohn-Sham gap (spin up / spin down) in eV: 5.049 / 5.035